1.
Below is a 2-piece molecular cluster, C6H13F3N2O4 overall in a non-equilibrium geometry, with properties calculated with ωB97M-V with the def2-TZVPD basis set.

* frontier orbital gap: 5.93 eV
* LUMO: -1.24 eV

Positions of all 28 atoms, in Å:
O -2.15719 3.21655 1.22595
N -2.27366 2.13498 1.60856
O -0.98618 1.49319 1.79051
C -0.39537 1.19501 0.53134
N 0.60160 0.13387 0.75115
C 1.91720 0.61854 1.24514
O 1.78398 0.95648 2.61133
C 2.09202 2.24876 2.90417
F 3.40617 2.47012 2.86755
F 1.68750 2.47246 4.15381
F 1.46790 3.12544 2.11456
H -1.16258 0.82734 -0.14821
H 0.10414 2.07923 0.14321
H 0.22440 -0.48580 1.47292
H 0.69524 -0.39845 -0.14929
H 2.57584 -0.24419 1.19496
H 2.27000 1.43001 0.61811
C -1.75921 -2.13281 -1.19626
C -0.92264 -1.47146 -2.30896
C -0.53015 -2.55388 -3.32378
O 0.21703 -0.93429 -1.76731
H -1.18846 -2.90859 -0.67929
H -2.08396 -1.39123 -0.45615
H -2.66425 -2.60327 -1.60084
H -1.61517 -0.78583 -2.84280
H 0.07006 -3.33775 -2.85703
H 0.04498 -2.12468 -4.14558
H -1.41922 -3.02975 -3.75776

natural (NBO) population analysis, charges in e, atoms 1 to 2: number 1, O, carries -0.1949; number 2, N, carries 0.4266

---

2.
Below is a 2-piece molecular cluster, C4H9N9 overall in a non-equilibrium geometry, with properties calculated with ωB97M-V with the def2-TZVPD basis set.

* frontier orbital gap (alpha / beta): 9.02 / 6.54 eV
* total charge: +2
* LUMO (alpha / beta): -8.74 / -9.68 eV
* energy relative to the best compared isomer or geometry (same formula, charge and spin): 3.2470 eV

Positions of all 22 atoms, in Å:
C -2.66123 -0.45364 0.72700
C -2.26974 1.54278 -0.39119
C 1.44730 1.65927 0.36737
C -0.20081 -2.26208 -0.13411
N -3.53233 -1.02059 1.17461
N -2.59924 2.48561 -0.98036
N 2.01915 2.73709 -0.08468
N 1.98170 0.84352 1.25415
N 0.21821 -1.94256 -1.32064
N -1.81740 0.40311 0.15338
N -0.50734 0.43545 0.48628
N -0.75153 -3.22893 0.40118
N 0.21927 1.23990 -0.15504
H 3.01769 2.90808 0.11768
H 1.74646 3.08929 -1.00826
H 3.02830 0.96237 1.52195
H 1.65976 -0.03179 1.36544
H 0.48149 -0.99058 -1.51978
H 0.16944 -2.51531 -2.11109
H -0.89989 -4.12808 -0.14908
H -0.71474 -3.47216 1.40678
H -0.03454 1.73923 -1.12161

natural (NBO) population analysis, charges in e, atoms 1 to 2: number 1, C, carries 0.3400; number 2, C, carries 0.3255

---

3.
Below is CHAg2Cl3F2 as an isolated structure in a non-equilibrium geometry, with properties calculated with ωB97M-V with the def2-TZVPD basis set.

* frontier orbital gap (alpha / beta): 9.95 / 4.60 eV
* spin multiplicity: 3
* total charge: +2
* LUMO (alpha / beta): -8.90 / -14.03 eV
* energy relative to the best compared isomer or geometry (same formula, charge and spin): 0.0000 eV

Positions of all 9 atoms, in Å:
Ag -1.17173 -1.70945 0.12540
Ag 0.47807 -2.95723 2.50591
F 0.41807 -0.97444 1.39535
F -1.74596 -2.70292 1.93421
C 0.47214 1.60502 -1.05917
Cl 0.94289 1.07538 -2.65749
Cl -1.16765 1.13260 -0.62314
Cl 0.60732 3.31345 -1.30217
H 1.16687 1.21760 -0.31890

natural (NBO) population analysis, charges in e, atoms 1 to 2: number 1, Ag, carries 1.2303; number 2, Ag, carries 0.9954

---

4.
Below is a 2-piece molecular cluster, C5H15NOP overall in a non-equilibrium geometry, with properties calculated with ωB97M-V with the def2-TZVPD basis set.

* frontier orbital gap: 8.62 eV
* total charge: +1
* LUMO: -4.79 eV
* energy relative to the best compared isomer or geometry (same formula, charge and spin): 2.6521 eV

Positions of all 23 atoms, in Å:
C -1.98578 -0.44141 -1.24453
C 2.70668 -1.02106 -0.27126
C 0.67889 -1.54601 1.70918
C -1.40844 0.47271 -0.15192
C 0.07024 0.26154 -0.38375
N -1.78316 1.84602 -0.49527
O 0.70818 1.98869 0.61156
P 0.85099 -1.32826 -0.02511
H -1.83234 0.13153 -2.26404
H -1.64774 -1.43668 -1.30019
H -3.09554 -0.46393 -1.01142
H 3.09135 -0.44972 0.52860
H 3.03512 -0.68273 -1.23024
H 3.22960 -1.95801 -0.34524
H 1.36241 -2.35518 2.02833
H -0.23910 -2.09224 2.05888
H 1.00322 -0.52144 2.18666
H -1.81667 0.24165 0.90155
H 0.27458 0.78014 -1.23791
H -2.73408 1.99746 -0.66670
H -1.35607 2.16931 -1.37765
H -0.15615 2.45991 0.44930
H 1.04381 1.94770 1.53116

natural (NBO) population analysis, charges in e, atoms 1 to 2: number 1, C, carries -0.6144; number 2, C, carries -0.9018

---

no.,calculated total energy (Ha)
1,-946.3056
2,-649.7744
3,-1912.0267
4,-670.5103